45
Properties=species:S:1:pos:R:3 method="wB97M-V/def2-TZVPD" s_squared=0.7542 e_above_lowest_kcal_mol=1.2 charge=+4 orbital_gap_ev="8.864 / 7.691" multiplicity=2 energy_ha=-1192.9387
Ir -0.071 -0.078 -0.733
N 0.700 1.405 -1.876
C 0.151 1.327 -3.276
C 0.157 -0.129 -3.678
N -0.263 -1.006 -2.506
C 0.612 -2.237 -2.437
C 1.977 -1.859 -1.902
N 1.790 -1.078 -0.622
C -1.720 -1.391 -2.581
C -2.587 -0.180 -2.320
N -2.088 0.506 -1.065
H 1.721 1.348 -1.901
H 0.495 2.329 -1.487
H -0.839 1.776 -3.263
H 0.771 1.929 -3.943
H -0.505 -0.324 -4.522
H 1.157 -0.433 -3.983
H 0.117 -2.957 -1.781
H 0.680 -2.694 -3.427
H 2.579 -2.750 -1.723
H 2.540 -1.237 -2.597
H 1.765 -1.736 0.160
H 2.624 -0.516 -0.443
H -1.933 -1.840 -3.555
H -1.887 -2.165 -1.826
H -2.566 0.531 -3.143
H -3.628 -0.481 -2.196
H -2.278 1.507 -1.129
H -2.657 0.196 -0.276
C 0.583 2.834 4.537
C 1.003 1.932 3.383
S -0.388 0.881 2.846
O -0.202 0.242 1.498
C -0.917 -0.296 4.122
C 0.196 -1.274 4.500
H 1.482 3.395 4.808
H 0.282 2.282 5.426
H -0.185 3.550 4.251
H 1.786 1.210 3.649
H 1.274 2.475 2.476
H -1.819 -0.758 3.712
H -1.216 0.370 4.941
H 0.485 -1.917 3.671
H -0.241 -1.908 5.279
H 1.063 -0.780 4.933